No. 1
{"formula": "C27H61AlB3BrCaClFNO9P", "method": "ωB97M-V with the def2-TZVPD basis set", "elements": ["C", "C", "C", "C", "B", "O", "B", "Cl", "O", "B", "P", "C", "C", "O", "H", "H", "H", "H", "H", "H", "H", "H", "H", "H", "H", "H", "H", "H", "H", "C", "O", "C", "C", "O", "C", "H", "H", "H", "H", "H", "H", "H", "H", "H", "H", "Ca", "C", "O", "H", "H", "H", "O", "C", "O", "C", "C", "C", "H", "H", "H", "H", "H", "H", "C", "C", "C", "C", "C", "C", "H", "H", "H", "H", "H", "H", "H", "H", "H", "H", "H", "H", "H", "H", "C", "C", "O", "H", "H", "H", "H", "H", "H", "Br", "F", "C", "C", "C", "C", "N", "H", "H", "H", "H", "H", "H", "H", "Al"], "xyz": [[8.061, -0.266, -0.988], [8.158, 1.196, -1.464], [9.610, 1.692, -1.478], [7.342, 2.148, -0.509], [6.093, 2.742, -1.179], [5.870, 4.163, -1.235], [4.697, 4.327, -0.609], [4.598, 5.107, 1.023], [3.541, 3.783, -1.129], [3.765, 2.477, -1.535], [2.230, 1.393, -1.754], [1.461, 1.182, -0.118], [2.652, -0.203, -2.493], [5.030, 1.989, -1.690], [9.039, -0.739, -1.072], [7.782, -0.325, 0.064], [7.340, -0.837, -1.572], [7.715, 1.307, -2.457], [9.692, 2.605, -2.069], [9.920, 1.906, -0.455], [10.268, 0.928, -1.889], [7.972, 2.972, -0.170], [7.008, 1.617, 0.390], [0.656, 0.414, -0.241], [0.985, 2.139, 0.102], [2.151, 1.008, 0.759], [2.441, -1.027, -1.817], [1.993, -0.333, -3.347], [3.670, -0.242, -2.877], [1.449, 7.572, -2.951], [1.085, 6.838, -4.106], [1.675, 7.353, -5.301], [2.903, 6.567, -5.706], [3.940, 6.675, -4.739], [3.985, 5.572, -3.867], [1.220, 6.955, -2.080], [2.513, 7.814, -2.940], [0.871, 8.499, -2.881], [1.923, 8.410, -5.174], [0.927, 7.272, -6.093], [3.288, 6.973, -6.644], [2.645, 5.517, -5.876], [4.473, 4.718, -4.354], [2.986, 5.275, -3.535], [4.578, 5.862, -2.999], [-0.622, 2.464, -0.807], [-2.092, -0.668, 1.392], [-2.598, 0.092, 0.396], [-1.007, -0.556, 1.589], [-2.542, -0.513, 2.417], [-2.223, -1.766, 1.289], [0.432, -2.236, -2.351], [0.549, -2.966, -3.303], [1.602, -2.884, -4.137], [1.427, -3.802, -5.246], [0.447, -4.849, -4.734], [-0.410, -4.032, -3.766], [1.034, -3.239, -6.094], [2.395, -4.213, -5.516], [-0.115, -5.335, -5.527], [0.984, -5.620, -4.183], [-1.252, -3.549, -4.265], [-0.762, -4.627, -2.930], [-6.422, -0.029, 2.225], [-5.685, 0.110, 3.564], [-5.606, -1.168, 4.341], [-6.814, -1.806, 4.707], [-8.002, -1.271, 5.557], [-7.611, -1.003, 7.005], [-7.462, -0.322, 2.370], [-6.423, 0.919, 1.690], [-5.930, -0.769, 1.602], [-6.176, 0.886, 4.174], [-4.667, 0.453, 3.369], [-4.972, -1.021, 5.234], [-4.920, -2.137, 3.531], [-6.527, -2.735, 5.217], [-7.234, -2.079, 3.736], [-8.793, -2.018, 5.527], [-8.412, -0.368, 5.098], [-7.235, -1.907, 7.486], [-8.482, -0.664, 7.565], [-6.844, -0.230, 7.083], [-3.545, -4.021, 5.774], [-2.207, -4.024, 5.061], [-1.727, -2.694, 4.863], [-4.274, -3.449, 5.197], [-3.924, -5.034, 5.912], [-3.458, -3.548, 6.756], [-2.292, -4.475, 4.073], [-1.472, -4.593, 5.635], [-1.640, -2.294, 5.735], [3.280, 0.866, 2.364], [-5.378, -2.535, 2.903], [-4.434, -3.681, -0.415], [-3.633, -4.342, 0.699], [-2.199, -4.681, 0.282], [-2.165, -5.621, -0.839], [-2.134, -6.376, -1.705], [-4.543, -4.345, -1.274], [-5.436, -3.429, -0.066], [-3.952, -2.760, -0.753], [-4.141, -5.252, 1.023], [-3.595, -3.675, 1.562], [-1.657, -5.135, 1.114], [-1.662, -3.777, -0.015], [2.958, 3.339, 1.862]], "mulliken_charge": [-1.411, 1.140, -1.627, -0.927, 0.059, -0.138, 0.940, -0.276, -0.318, 0.126, 0.698, -0.740, -1.304, -0.008, 0.395, 0.308, 0.276, 0.157, 0.359, 0.379, 0.445, 0.218, 0.409, 0.483, 0.344, -0.438, 0.342, 0.304, 0.480, -0.669, -0.383, -0.482, -0.443, -0.404, -0.836, 0.180, 0.304, 0.344, 0.304, 0.381, 0.424, 0.263, 0.398, 0.344, 0.237, 1.362, 0.250, -0.788, 0.143, -0.047, -0.340, -0.548, 0.526, -0.375, -0.446, -0.617, 0.193, 0.263, 0.329, 0.364, 0.280, 0.329, -0.289, -1.174, -0.537, 0.576, -0.608, -0.529, -1.213, 0.369, 0.424, 0.250, 0.391, 0.355, 0.454, -0.006, 0.438, 0.347, 0.371, 0.331, 0.333, 0.393, 0.324, -0.608, -0.244, -0.468, -0.246, 0.414, 0.363, 0.131, 0.346, 0.286, -0.485, -0.220, -1.327, 0.385, -0.091, -0.003, -0.506, 0.442, 0.352, 0.290, 0.442, -0.541, 0.378, 0.170, 0.225], "lumo_energy_ev": -8.3, "homo_lumo_gap_ev": 3.43, "total_charge": 2, "total_energy_ha": -6266.76460}

=====

No. 2
{"formula": "C27H61IN6O7P3", "method": "ωB97M-V with the def2-TZVPD basis set", "elements": ["C", "C", "O", "C", "C", "O", "C", "C", "O", "C", "C", "I", "C", "O", "P", "C", "C", "C", "C", "C", "C", "O", "H", "H", "H", "H", "H", "H", "H", "H", "H", "H", "H", "H", "H", "H", "H", "H", "H", "H", "H", "H", "H", "H", "H", "H", "H", "O", "P", "N", "C", "C", "N", "C", "C", "N", "C", "C", "H", "H", "H", "H", "H", "H", "H", "H", "H", "H", "H", "H", "H", "H", "H", "H", "H", "H", "O", "P", "N", "C", "C", "N", "C", "C", "N", "C", "C", "H", "H", "H", "H", "H", "H", "H", "H", "H", "H", "H", "H", "H", "H", "H", "H", "H", "H"], "xyz": [[-1.168, 5.142, -5.986], [-2.554, 5.202, -5.111], [-3.053, 3.824, -4.983], [-3.343, 3.461, -3.585], [-3.275, 1.811, -3.394], [-3.282, 1.472, -1.962], [-1.930, 1.642, -1.358], [-1.592, 0.269, -0.529], [-0.127, 0.067, -0.275], [-0.078, -0.329, 1.141], [1.397, -0.790, 1.687], [1.212, -0.268, 3.849], [2.725, 0.140, 1.289], [3.729, -0.352, 2.291], [3.574, -2.095, 1.981], [4.062, -3.870, 1.349], [3.375, -4.611, 0.054], [3.966, -6.119, -0.363], [5.199, -6.861, 0.454], [5.869, -6.115, 1.773], [5.287, -4.610, 2.204], [1.888, -2.161, 1.426], [-0.595, 6.159, -6.068], [-0.438, 4.398, -5.411], [-1.406, 4.635, -7.025], [-2.287, 5.723, -4.086], [-3.407, 5.860, -5.597], [-4.438, 3.821, -3.357], [-2.567, 3.938, -2.834], [-2.325, 1.350, -3.916], [-4.246, 1.358, -3.912], [-1.076, 1.792, -2.144], [-2.022, 2.562, -0.607], [-2.076, -0.654, -1.095], [-2.187, 0.347, 0.501], [-0.406, 0.634, 1.764], [-0.871, -1.160, 1.404], [2.541, 1.297, 1.456], [3.053, 0.130, 0.151], [3.278, -2.480, 3.342], [4.958, -2.106, 2.468], [4.113, -1.703, 0.671], [2.519, -4.063, -0.526], [3.489, -6.643, -1.305], [5.596, -7.920, 0.086], [6.759, -6.632, 2.349], [5.821, -4.098, 3.135], [0.784, -0.410, 7.780], [0.566, -0.185, 9.296], [1.414, 1.294, 9.267], [2.345, 1.818, 10.253], [0.618, 2.405, 8.745], [1.596, -1.506, 9.684], [3.041, -1.406, 9.477], [1.141, -2.775, 9.094], [0.315, 0.074, 11.039], [1.073, -0.562, 12.116], [-1.116, -0.052, 11.341], [1.840, 2.198, 11.143], [2.931, 2.647, 9.830], [3.088, 1.090, 10.567], [-0.081, 2.776, 9.503], [0.029, 2.094, 7.875], [1.247, 3.235, 8.409], [3.289, -0.963, 8.510], [3.526, -2.385, 9.536], [3.509, -0.823, 10.268], [1.421, -2.854, 8.035], [0.053, -2.865, 9.163], [1.571, -3.629, 9.627], [0.905, -1.644, 12.164], [0.780, -0.141, 13.085], [2.144, -0.370, 12.034], [-1.442, -1.095, 11.272], [-1.704, 0.537, 10.630], [-1.352, 0.332, 12.340], [-1.766, -1.840, -8.376], [-2.546, -0.507, -8.476], [-2.301, -0.411, -10.160], [-1.998, 0.764, -10.961], [-3.203, -1.272, -10.924], [-1.320, 0.326, -7.602], [-0.019, 0.587, -8.217], [-1.085, -0.247, -6.268], [-3.444, 1.026, -8.590], [-2.925, 2.348, -8.244], [-4.757, 0.861, -7.954], [-2.872, 1.399, -11.116], [-1.626, 0.470, -11.953], [-1.204, 1.373, -10.540], [-4.200, -0.823, -11.004], [-3.319, -2.250, -10.442], [-2.824, -1.470, -11.932], [0.373, -0.288, -8.740], [0.722, 0.899, -7.475], [-0.077, 1.423, -8.911], [-0.454, -1.146, -6.317], [-2.030, -0.525, -5.793], [-0.594, 0.479, -5.612], [-2.717, 2.450, -7.173], [-3.653, 3.123, -8.511], [-2.025, 2.598, -8.808], [-4.661, 0.797, -6.865], [-5.234, -0.059, -8.309], [-5.433, 1.685, -8.206]], "mulliken_charge": [-0.652, -0.381, -0.186, -0.319, 0.116, -0.394, -0.340, -0.385, -0.331, -0.553, 0.021, 0.091, -0.374, -0.456, 0.254, 0.206, -0.306, -0.315, -0.360, -0.397, -0.335, -0.522, 0.337, 0.196, 0.070, 0.316, 0.237, 0.157, 0.298, -0.046, 0.171, 0.296, 0.164, 0.187, 0.299, 0.357, 0.324, 0.268, 0.288, -0.107, -0.032, -0.072, 0.258, 0.223, 0.229, 0.239, 0.226, -0.685, 0.783, 0.243, -0.879, -1.130, 0.114, -1.038, -1.150, -0.019, -0.916, -1.148, 0.315, 0.364, 0.159, 0.325, 0.313, 0.337, 0.296, 0.382, 0.259, 0.361, 0.377, 0.337, 0.293, 0.383, 0.263, 0.366, 0.363, 0.365, -0.820, 0.906, 0.137, -0.832, -1.119, 0.251, -1.100, -1.314, 0.049, -1.221, -1.153, 0.311, 0.365, 0.153, 0.346, 0.323, 0.334, 0.310, 0.366, 0.279, 0.334, 0.439, 0.343, 0.390, 0.528, 0.301, 0.331, 0.406, 0.364], "lumo_energy_ev": 0.0, "homo_lumo_gap_ev": 4.44, "total_charge": -1, "total_energy_ha": -3241.53433}